{
  "formula": "C22H38HgO3P2S",
  "method": "ωB97M-V/def2-TZVPD",
  "symbols": ["P", "P", "C", "C", "H", "H", "H", "H", "C", "H", "H", "H", "C", "H", "H", "H", "C", "H", "H", "H", "C", "H", "H", "H", "Hg", "C", "C", "C", "C", "C", "C", "C", "C", "C", "H", "H", "H", "H", "H", "H", "H", "H", "H", "H", "H", "H", "H", "H", "H", "C", "C", "C", "C", "C", "C", "C", "S", "O", "O", "O", "H", "H", "H", "H", "H", "H", "H"],
  "xyz": [[1.846, -0.117, -2.450], [-0.171, -1.395, 1.592], [1.577, -1.166, -0.641], [0.548, -2.063, -0.026], [1.792, -0.373, 0.070], [2.476, -1.764, -0.664], [-0.247, -2.368, -0.750], [1.108, -2.979, 0.254], [0.885, -0.318, 2.651], [0.227, 0.237, 3.330], [1.422, 0.467, 2.085], [1.651, -0.808, 3.282], [-0.863, -2.572, 2.712], [-0.375, -2.608, 3.689], [-0.899, -3.592, 2.314], [-1.878, -2.201, 2.885], [1.700, 1.452, -3.768], [0.695, 1.280, -4.252], [2.496, 1.536, -4.555], [1.714, 2.460, -3.278], [1.001, -1.283, -3.533], [0.748, -2.142, -2.892], [1.465, -1.607, -4.490], [0.087, -0.656, -3.672], [1.249, 1.905, -0.694], [3.881, -1.042, 0.763], [3.747, 0.199, 1.237], [4.743, 1.257, 0.994], [5.042, 1.382, -0.535], [3.878, 1.349, -1.429], [3.617, 0.115, -2.228], [4.356, -1.225, -1.814], [4.778, -1.488, -0.374], [-0.906, 1.517, -1.462], [3.372, -1.861, 1.311], [3.072, 0.405, 2.054], [5.687, 1.038, 1.524], [4.386, 2.213, 1.395], [5.499, 2.355, -0.672], [5.826, 0.670, -0.803], [3.725, 2.263, -2.045], [4.049, 0.249, -3.286], [5.257, -0.968, -2.364], [3.922, -2.131, -2.250], [4.856, -2.582, -0.274], [5.804, -1.135, -0.205], [-1.605, 1.077, -0.725], [-0.908, 0.833, -2.344], [-1.341, 2.484, -1.796], [-8.875, 0.633, 1.212], [-7.369, 0.707, 1.328], [-6.630, 1.519, 0.451], [-5.235, 1.647, 0.589], [-4.562, 0.887, 1.558], [-5.278, 0.096, 2.443], [-6.658, -0.038, 2.284], [-2.722, 0.901, 1.772], [-2.301, 2.078, 1.027], [-2.365, 0.775, 3.176], [-1.275, -0.602, 0.942], [-9.393, 1.604, 1.270], [-9.167, 0.174, 0.255], [-9.289, 0.021, 2.021], [-7.134, 2.057, -0.359], [-4.689, 2.378, -0.016], [-4.806, -0.402, 3.286], [-7.239, -0.732, 2.893]],
  "forces_ev_per_a": [[-1.1275, 1.9168, 0.0603], [-0.1894, 1.3315, -2.1042], [0.7571, 0.7263, -0.2510], [0.1819, -1.7012, 0.9222], [0.0313, -0.0509, -0.4156], [0.0781, 0.1446, -0.2822], [-0.0017, 0.3119, 1.1318], [-0.4509, -0.0194, -0.2777], [0.6449, 0.2362, -0.1618], [-0.3606, -0.3487, -0.1883], [-0.7900, -0.5721, 0.0131], [-0.4368, -0.1689, -0.4566], [-0.2345, -1.0731, 0.7514], [0.1617, 0.0395, -0.1882], [-0.0961, 0.2272, -0.0223], [0.0754, -0.1388, -0.1015], [-0.4254, -0.0520, -0.3552], [1.0606, 0.5141, 0.3940], [-0.5449, -0.5221, 0.4994], [-0.2384, -0.9305, -0.1810], [-0.1521, -0.3904, -0.0922], [0.0067, 0.0986, -0.5647], [-0.3715, 0.4044, 0.6297], [0.4092, -0.9185, -0.4093], [-0.3234, -0.5123, -0.7560], [0.1403, -0.1672, 1.1051], [1.1766, -1.1219, 1.0876], [0.4466, 0.6720, -1.2487], [0.8655, 1.1557, 1.2844], [-2.7515, 1.3333, -0.4429], [0.9267, -2.2201, -1.6585], [0.7343, 1.6471, -0.5294], [0.3356, -0.9106, 1.0877], [-0.5324, 0.4102, -0.0422], [-0.1067, 0.6013, -0.6346], [0.3195, -0.3154, 0.0025], [-0.3003, -0.0302, -0.0749], [0.0010, -0.0276, -0.2865], [0.3319, 0.3262, 0.0242], [-0.2289, 0.0298, -0.1300], [0.5035, -0.8399, 0.3453], [-0.8072, 0.0651, 1.1637], [0.5924, -1.0861, 0.0453], [-0.1624, 0.4611, -0.1239], [0.0618, 0.2264, -0.0446], [-0.3098, -0.0137, 0.0031], [1.0023, 0.4056, -0.3817], [0.5840, 0.5059, 0.5498], [0.3640, -0.5046, 0.2508], [-0.2254, -0.3081, -0.0215], [0.5686, 0.1108, -0.3433], [0.5790, 0.0030, 0.2983], [-0.1297, -0.1736, -0.0745], [-0.0371, 0.5578, 0.7583], [-0.5754, -0.4182, -0.1091], [-0.5528, 0.3678, -0.2287], [-1.3453, 1.0038, -0.5584], [0.0006, -0.0692, 0.5728], [-0.2319, -0.0600, 0.1288], [-0.0330, 0.2136, 0.1960], [0.4902, -0.1762, -0.0447], [0.0575, 0.1007, 0.2627], [0.0631, 0.0137, -0.1753], [0.1424, -0.0345, 0.4544], [-0.0824, -0.5165, 0.0932], [0.1707, -0.0349, -0.3312], [0.2904, 0.2656, 0.1764]],
  "nbo_charge": [1.12, 1.92, -0.70, -0.73, 0.23, 0.21, 0.26, 0.21, -1.02, 0.29, 0.25, 0.24, -1.04, 0.25, 0.26, 0.28, -0.94, 0.21, 0.21, 0.21, -0.99, 0.23, 0.24, 0.26, 0.92, -0.18, -0.20, -0.42, -0.48, -0.41, -0.64, -0.42, -0.46, -1.04, 0.19, 0.19, 0.21, 0.21, 0.22, 0.20, 0.21, 0.22, 0.22, 0.21, 0.22, 0.22, 0.23, 0.17, 0.20, -0.63, -0.01, -0.21, -0.18, -0.32, -0.14, -0.24, 1.96, -0.92, -0.95, -1.14, 0.22, 0.22, 0.21, 0.21, 0.24, 0.22, 0.21],
  "total_energy_ev": -63150.9770,
  "spin_multiplicity": 1,
  "homo_ev": [-6.80, -5.68],
  "homo_lumo_gap_ev": [6.606, 5.467]
}

{
  "formula": "C22H38N4O3Ti",
  "method": "ωB97M-V/def2-TZVPD",
  "symbols": ["C", "C", "O", "C", "C", "C", "C", "N", "C", "C", "C", "C", "C", "C", "C", "C", "O", "C", "C", "C", "O", "C", "N", "C", "C", "N", "C", "C", "N", "H", "H", "H", "H", "H", "H", "H", "H", "H", "H", "H", "H", "H", "H", "H", "H", "H", "H", "H", "H", "H", "H", "H", "H", "H", "H", "H", "H", "H", "H", "H", "H", "H", "H", "H", "H", "H", "H", "Ti"],
  "xyz": [[2.648, 3.021, 1.000], [1.505, 2.191, 1.679], [1.909, 0.793, 1.668], [0.909, -0.158, 1.038], [1.673, -1.556, 0.971], [1.624, -2.141, 2.349], [1.080, -3.549, 2.639], [2.019, -1.378, 3.259], [-0.362, -0.199, 1.938], [-1.316, -1.363, 1.665], [-1.394, -2.095, 0.468], [-2.270, -3.186, 0.291], [-3.125, -3.580, 1.334], [-3.088, -2.833, 2.529], [-2.213, -1.743, 2.714], [-2.292, -1.033, 4.072], [0.482, 0.176, -0.233], [1.524, 0.257, -1.240], [1.359, -0.921, -2.268], [2.713, -1.333, -2.954], [2.981, -2.702, -2.610], [1.244, 1.583, -2.080], [-0.192, 1.879, -2.089], [-0.414, 3.220, -1.517], [-1.890, 3.422, -1.081], [-2.371, 2.651, -0.200], [-0.767, 1.914, -3.453], [-2.175, 1.217, -3.549], [-3.257, 2.231, -3.617], [3.222, 2.293, 0.390], [2.275, 3.778, 0.298], [3.368, 3.420, 1.734], [1.512, 2.515, 2.774], [0.511, 2.380, 1.250], [1.289, -2.263, 0.230], [2.729, -1.307, 0.738], [0.393, -3.547, 3.501], [0.474, -3.870, 1.770], [1.906, -4.274, 2.749], [2.293, -0.567, 2.687], [-0.934, 0.732, 1.725], [-0.030, -0.120, 2.993], [-0.737, -1.860, -0.373], [-2.245, -3.724, -0.665], [-3.783, -4.444, 1.194], [-3.757, -3.120, 3.352], [-2.319, -1.747, 4.913], [-3.234, -0.450, 4.118], [-1.468, -0.324, 4.253], [2.553, 0.337, -0.842], [0.703, -0.533, -3.072], [0.834, -1.791, -1.845], [2.608, -1.246, -4.043], [3.506, -0.656, -2.582], [3.374, -2.672, -1.730], [1.831, 2.446, -1.713], [1.640, 1.361, -3.091], [-0.051, 4.035, -2.186], [0.192, 3.306, -0.593], [-2.529, 4.228, -1.474], [-1.660, 1.965, 0.080], [-0.949, 2.951, -3.808], [-0.138, 1.437, -4.226], [-2.340, 0.490, -2.735], [-2.209, 0.690, -4.524], [-3.829, 2.095, -4.442], [-3.877, 2.126, -2.820], [2.335, 1.146, 3.294]],
  "forces_ev_per_a": [[0.0096, -1.1922, -0.4834], [1.5018, 2.6713, -2.3217], [-2.2878, 1.3521, -5.0442], [-2.9912, -4.0070, -2.6235], [0.5045, 0.6180, 0.2586], [-0.8804, -2.5526, -0.8687], [-0.2043, 0.5482, -0.8566], [0.8115, 1.8464, 2.6465], [0.1878, 1.2811, -0.8326], [-0.7715, -1.0155, 1.0436], [0.1091, -0.2488, -0.2142], [0.1938, 0.3371, 0.4335], [0.6062, 0.7403, -0.0171], [0.0886, -0.2738, -0.4892], [0.1791, -0.1255, 0.0895], [-0.2446, 0.1312, -0.2713], [1.8538, 1.1887, 2.1024], [-0.6852, 0.3736, -2.4253], [0.1105, 0.8823, -0.3192], [-1.0838, -0.3125, 0.9613], [0.3663, 0.8087, -0.0972], [0.4116, -0.5839, 0.4091], [0.7161, 1.1969, -1.0274], [-0.2418, 0.5327, 0.3509], [0.6283, -0.2892, 0.1644], [-0.2201, 0.1661, 0.1511], [-1.3992, -0.7139, -0.7333], [-0.0153, 0.5795, -0.9426], [0.0360, -0.4219, 0.5663], [-0.2618, 0.4922, 0.1436], [0.1185, -0.0078, 0.5824], [-0.4238, 0.2584, -0.2651], [-1.8874, 0.7452, -0.7380], [0.1725, -0.3655, 0.4511], [-0.1296, 0.7115, -0.0053], [-0.3970, -0.4245, -0.0536], [0.6461, 0.0354, -0.1280], [0.3501, 0.1334, 0.3818], [-0.3178, 0.4046, 0.1996], [0.9965, -1.2909, 0.1121], [0.3773, -0.3259, 0.1433], [-0.4349, -0.3884, -0.3712], [-0.3702, 0.0822, 0.3059], [-0.0993, 0.2533, 0.4925], [0.2087, 0.4493, 0.2323], [0.3370, 0.1919, -0.3456], [0.0574, 0.2367, -0.4553], [0.4908, -0.2380, 0.0086], [-0.3558, -0.3146, -0.0038], [-0.4743, -0.3602, 0.3032], [0.0422, -0.2999, 0.5928], [0.4947, 0.1939, -0.1208], [0.2936, -0.2107, 0.3998], [-0.0567, -0.3136, -0.4424], [0.0917, -0.3437, -0.1858], [-0.1968, -0.3670, 0.0271], [-0.2414, 0.3020, 0.4768], [-0.2756, -0.4329, 0.2107], [-0.3047, -0.0021, -0.2628], [0.4767, -0.3485, -0.0500], [-0.1275, -0.1079, -0.2570], [0.2711, -0.4559, 0.2638], [0.1763, 0.0911, 0.7047], [0.2535, 0.2708, -0.2887], [0.1956, -0.0427, 0.6577], [0.0965, 0.0331, 0.0791], [0.0278, 0.1454, -0.1080], [2.8906, -1.9071, 7.7031]],
  "nbo_charge": [-0.67, -0.10, -0.55, 0.65, -0.58, 0.45, -0.69, -0.65, -0.51, 0.00, -0.24, -0.21, -0.17, -0.19, -0.02, -0.64, -0.51, 0.07, -0.46, -0.07, -0.69, -0.23, -0.46, -0.27, 0.13, -0.59, -0.25, -0.24, -0.86, 0.25, 0.29, 0.23, 0.15, 0.29, 0.30, 0.25, 0.27, 0.25, 0.28, 0.20, 0.25, 0.20, 0.21, 0.24, 0.25, 0.23, 0.25, 0.25, 0.18, 0.17, 0.23, 0.23, 0.21, 0.16, 0.45, 0.18, 0.22, 0.21, 0.15, 0.22, 0.30, 0.22, 0.20, 0.20, 0.20, 0.38, 0.37, 1.45],
  "total_charge": 2,
  "total_energy_ev": -58623.6810,
  "spin_multiplicity": 1,
  "de_lowest_kcal_mol": 0.0,
  "homo_ev": -13.36,
  "homo_lumo_gap_ev": 4.540
}

{
  "formula": "C22H38N6O6",
  "method": "ωB97M-V/def2-TZVPD",
  "symbols": ["C", "N", "C", "C", "C", "C", "C", "C", "C", "C", "O", "N", "C", "O", "H", "H", "H", "H", "H", "H", "H", "H", "H", "H", "C", "N", "C", "C", "O", "H", "H", "H", "H", "H", "H", "H", "C", "N", "C", "C", "O", "H", "H", "H", "H", "H", "H", "H", "C", "N", "C", "C", "O", "H", "H", "H", "H", "H", "H", "H", "C", "N", "C", "C", "O", "H", "H", "H", "H", "H", "H", "H"],
  "xyz": [[4.115, -2.110, 0.766], [3.184, -2.159, -0.363], [2.351, -0.966, -0.420], [0.897, -1.248, -0.042], [0.373, -2.542, -0.024], [-0.976, -2.747, 0.304], [-1.838, -1.691, 0.617], [-1.281, -0.425, 0.611], [0.062, -0.179, 0.289], [0.325, 1.294, 0.338], [1.344, 1.834, 0.037], [-0.886, 1.924, 0.765], [-1.898, 0.915, 0.887], [-3.038, 1.160, 1.140], [4.604, -1.133, 0.881], [3.570, -2.322, 1.690], [4.888, -2.865, 0.630], [3.706, -2.240, -1.227], [2.707, -0.236, 0.318], [2.394, -0.466, -1.392], [0.993, -3.393, -0.262], [-1.378, -3.751, 0.296], [-2.883, -1.828, 0.845], [-0.760, 2.334, 1.686], [3.966, 2.863, -0.907], [5.330, 2.387, -0.762], [6.337, 3.273, -0.204], [5.696, 1.143, -1.127], [6.820, 0.691, -1.024], [3.949, 3.737, -1.564], [3.569, 3.141, 0.069], [3.338, 2.088, -1.333], [7.142, 3.420, -0.925], [6.762, 2.830, 0.697], [5.887, 4.232, 0.040], [4.861, 0.550, -1.538], [0.023, -4.321, -4.064], [1.466, -4.189, -3.999], [2.300, -5.105, -4.759], [2.060, -3.241, -3.252], [3.261, -3.078, -3.153], [-0.275, -5.310, -3.710], [-0.314, -4.195, -5.095], [-0.453, -3.566, -3.442], [2.958, -5.653, -4.084], [2.920, -4.546, -5.461], [1.674, -5.806, -5.305], [1.339, -2.600, -2.717], [-8.121, -1.955, 1.472], [-6.748, -2.400, 1.606], [-5.755, -1.496, 2.159], [-6.350, -3.632, 1.231], [-5.210, -4.045, 1.316], [-8.165, -1.080, 0.820], [-8.522, -1.690, 2.452], [-8.733, -2.745, 1.043], [-4.964, -1.340, 1.426], [-5.315, -1.937, 3.054], [-6.213, -0.543, 2.409], [-7.169, -4.247, 0.823], [-3.047, 5.820, 2.428], [-1.619, 6.052, 2.539], [-0.703, 5.168, 1.842], [-1.110, 7.065, 3.272], [0.074, 7.300, 3.397], [-3.293, 4.826, 2.807], [-3.353, 5.888, 1.382], [-3.594, 6.563, 3.004], [-0.035, 4.690, 2.563], [-0.097, 5.743, 1.141], [-1.262, 4.412, 1.300], [-1.887, 7.678, 3.761]],
  "forces_ev_per_a": [[-0.2185, -0.1191, -0.0282], [0.4225, 0.4287, -0.1258], [-0.2867, -0.3491, 0.7433], [0.7906, 0.4073, -0.4307], [-0.9417, 0.4852, 0.3098], [-0.0493, 0.1794, -0.0650], [0.5131, 0.1651, -0.1576], [0.6090, 0.9363, -0.2068], [-0.9100, -0.8841, -0.0641], [-0.4723, -1.4408, -0.0724], [0.2647, 0.7731, 0.1925], [0.3007, -0.6213, 0.5165], [0.1050, -0.6800, -0.3075], [-0.4611, 0.1469, 0.3598], [0.0343, -0.0464, -0.0497], [0.1055, -0.0237, 0.0314], [-0.0481, -0.0309, 0.0712], [-0.1355, -0.1733, -0.0244], [0.0590, 0.1335, -0.2345], [-0.0448, -0.1240, -0.0473], [0.2361, 0.0911, 0.0119], [0.0282, -0.0693, 0.0362], [-0.0346, -0.2042, 0.0392], [-0.0543, 0.7683, -0.3105], [0.4472, 0.1872, 0.0474], [-0.1601, -0.0458, -0.0920], [0.0635, -0.2059, -0.0599], [-0.0567, -0.0172, 0.0012], [0.0785, 0.0269, 0.0447], [-0.0977, 0.0031, 0.0168], [-0.1523, 0.0097, -0.0598], [0.0139, -0.0522, 0.0270], [0.0417, 0.0409, 0.0670], [0.0582, 0.0671, -0.0039], [-0.0607, -0.0158, -0.0171], [-0.0362, 0.0245, -0.0081], [0.2137, -0.1195, -0.0960], [-0.0959, 0.0314, 0.0290], [0.1112, 0.1371, 0.1138], [-0.1349, 0.1357, 0.0917], [0.1466, -0.0711, -0.2259], [-0.1076, 0.0313, -0.0160], [-0.1057, -0.0129, 0.0354], [0.0445, 0.0157, 0.0197], [0.0317, -0.0282, -0.0681], [0.0340, -0.0714, -0.0138], [-0.0558, 0.0240, 0.0219], [-0.0466, -0.0289, -0.0097], [0.2531, 0.0927, 0.0975], [-0.2034, -0.0794, -0.0274], [0.0840, -0.2216, -0.0564], [-0.0637, 0.0068, -0.0579], [0.1139, 0.0501, 0.0102], [-0.1107, 0.0013, 0.0131], [-0.1016, 0.0244, -0.0502], [0.0353, -0.0351, -0.0044], [0.0418, 0.1519, 0.0930], [0.0660, 0.0832, -0.0023], [-0.0519, -0.0082, -0.0463], [-0.0305, 0.0124, 0.0136], [0.2503, -0.1133, -0.0910], [-0.1828, 0.0425, 0.0588], [0.0480, 0.2300, 0.1673], [-0.0560, 0.0401, 0.0304], [0.0845, -0.0546, -0.0371], [-0.1152, 0.0179, -0.0327], [-0.1106, -0.0270, 0.0317], [0.0419, 0.0256, 0.0177], [0.0703, -0.0113, -0.0903], [0.0798, -0.1070, -0.0076], [-0.0897, 0.0819, -0.0477], [-0.0391, -0.0176, -0.0150]],
  "mulliken_charge": [-0.97, -0.10, -0.66, 0.82, -0.71, -0.92, -0.63, 0.04, 0.39, 0.07, -0.53, -0.13, -0.04, -0.60, 0.25, 0.29, 0.39, 0.23, 0.53, 0.34, 0.69, 0.49, 0.43, 0.28, -0.87, 0.16, -0.98, 0.14, -0.64, 0.35, 0.39, 0.16, 0.30, 0.31, 0.40, 0.30, -0.94, 0.08, -0.96, 0.35, -0.69, 0.34, 0.34, 0.34, 0.30, 0.30, 0.39, 0.13, -0.92, 0.15, -0.86, 0.12, -0.56, 0.33, 0.33, 0.30, 0.23, 0.30, 0.37, 0.25, -0.86, 0.15, -1.01, 0.12, -0.58, 0.31, 0.31, 0.30, 0.28, 0.32, 0.44, 0.26],
  "smiles": "CNCc1cccc2c1C(=O)NC2=O.CN(C)C=O.CN(C)C=O.CN(C)C=O.CN(C)C=O",
  "total_energy_ev": -44656.3874,
  "spin_multiplicity": 1,
  "homo_ev": -8.88,
  "homo_lumo_gap_ev": 8.402
}